(1)
{
  "formula": "C5H15N2",
  "method": "ωB97M-V/def2-TZVPD",
  "species": ["C", "N", "C", "H", "H", "H", "H", "H", "H", "H", "H", "C", "C", "C", "N", "H", "H", "H", "H", "H", "H", "H"],
  "positions_angstrom": [[-0.820, 1.406, 1.679], [0.290, 1.181, 0.707], [0.621, 2.346, -0.137], [-1.125, 0.449, 2.061], [-0.485, 2.092, 2.446], [-1.635, 1.898, 1.144], [0.033, 0.367, 0.121], [1.110, 0.854, 1.211], [-0.283, 2.673, -0.641], [1.387, 2.061, -0.858], [1.008, 3.144, 0.484], [-1.049, -0.816, -1.814], [-0.502, -1.529, -0.611], [0.755, -1.969, -0.499], [1.326, -2.564, 0.615], [-0.322, -0.749, -2.614], [-1.967, -1.284, -2.168], [-1.363, 0.217, -1.600], [-1.203, -1.773, 0.176], [1.463, -1.770, -1.297], [2.091, -3.185, 0.384], [0.670, -3.051, 1.214]],
  "atomic_forces_ev_per_a": [[0.0, 0.7, -0.6], [-0.3, -0.4, 0.2], [0.2, 0.2, -0.2], [-0.1, -0.2, 0.3], [0.1, -0.1, 0.2], [0.0, -0.3, 0.0], [0.0, -0.2, -0.1], [0.2, 0.0, 0.1], [0.0, 0.0, -0.1], [-0.1, 0.0, 0.0], [0.0, 0.1, 0.1], [-0.3, 0.3, 0.2], [0.0, 0.1, -0.1], [0.1, 0.4, 0.0], [-0.1, -0.4, -0.1], [0.1, -0.2, -0.2], [0.1, -0.2, -0.2], [0.1, 0.0, 0.1], [-0.2, -0.1, 0.2], [0.0, -0.1, -0.1], [0.0, 0.1, 0.1], [0.0, 0.1, 0.0]],
  "e_tot_ev": -8401.7575,
  "orbital_gap_ev": 9.17,
  "homo_energy_ev": -12.05,
  "charge": 1
}

(2)
{
  "formula": "C6H7BF4NOTl",
  "method": "ωB97M-V/def2-TZVPD",
  "species": ["Tl", "O", "C", "C", "C", "C", "C", "C", "N", "H", "H", "H", "H", "H", "H", "H", "F", "B", "F", "F", "F"],
  "positions_angstrom": [[-7.982, 7.960, -1.630], [-5.838, 7.019, -0.542], [-5.724, 5.664, -1.024], [-6.473, 5.364, -2.270], [-7.135, 4.095, -2.450], [-7.976, 3.928, -3.569], [-7.908, 4.905, -4.536], [-7.203, 6.097, -4.336], [-6.552, 6.333, -3.183], [-5.308, 7.718, -1.078], [-6.169, 5.018, -0.301], [-4.653, 5.410, -1.184], [-6.963, 3.289, -1.693], [-8.649, 3.027, -3.690], [-8.428, 4.784, -5.451], [-7.017, 6.812, -5.141], [-4.727, 9.009, -1.970], [-5.754, 9.976, -2.316], [-6.523, 10.036, -1.117], [-6.487, 9.480, -3.475], [-5.156, 11.165, -2.680]],
  "atomic_forces_ev_per_a": [[-0.4, 0.5, 0.0], [0.3, 0.3, -1.0], [1.3, 0.9, 0.0], [-1.4, -1.3, -1.5], [0.3, 0.6, 0.4], [0.5, -1.0, 1.2], [0.0, 1.2, -0.2], [0.7, -1.1, 0.3], [0.0, -0.3, -0.3], [-0.4, -1.3, 0.6], [0.2, -0.3, 1.0], [-0.6, 0.1, 0.3], [-0.5, 0.9, -0.7], [1.1, 1.1, 0.1], [-0.5, -0.1, -0.7], [-0.5, 0.0, 0.4], [-0.4, -0.1, -0.3], [1.5, 0.1, -1.0], [-0.5, 0.1, -0.7], [0.0, 0.0, 1.7], [-0.5, -0.3, 0.5]],
  "e_tot_ev": -26119.2564,
  "orbital_gap_ev": 9.89,
  "homo_energy_ev": -10.16,
  "charge": 0
}

(3)
{
  "formula": "C32H54BBrF3KMgN5O14P",
  "method": "ωB97M-V/def2-TZVPD",
  "species": ["C", "C", "O", "C", "C", "O", "C", "C", "C", "B", "O", "O", "C", "C", "C", "C", "C", "O", "C", "C", "O", "C", "C", "C", "C", "C", "O", "C", "N", "C", "C", "C", "F", "F", "F", "N", "C", "C", "N", "H", "H", "H", "H", "H", "H", "H", "H", "H", "H", "H", "H", "H", "H", "H", "H", "H", "H", "H", "H", "H", "H", "H", "H", "H", "H", "H", "H", "H", "H", "H", "H", "H", "H", "H", "H", "H", "H", "H", "H", "H", "H", "H", "H", "C", "C", "O", "C", "O", "O", "H", "H", "H", "H", "O", "P", "O", "O", "O", "K", "Mg", "C", "C", "N", "H", "H", "H", "C", "C", "N", "H", "H", "H", "Br"],
  "positions_angstrom": [[2.230, 4.500, -4.725], [1.579, 3.840, -3.521], [0.237, 4.246, -3.313], [-0.725, 3.431, -3.941], [-1.409, 2.500, -2.957], [-0.414, 1.933, -2.112], [-0.881, 1.267, -0.960], [-0.193, -0.107, -0.819], [1.283, 0.158, -1.103], [1.981, 1.272, -0.196], [1.642, 1.468, 1.102], [2.995, 2.015, -0.726], [-0.414, -0.659, 0.602], [0.676, -1.536, 1.227], [1.198, -2.828, 0.581], [2.023, -3.516, 1.670], [3.310, -2.753, 1.986], [3.026, -2.050, 3.182], [4.019, -1.237, 3.677], [3.547, 0.126, 3.909], [5.111, -1.693, 3.913], [-1.815, -1.248, 0.889], [-2.407, -0.434, 2.063], [-1.605, -0.360, 3.365], [-2.033, 0.969, 4.056], [-1.863, -1.511, 4.315], [-1.742, -2.697, 1.148], [-2.853, -3.145, 1.610], [-3.874, -3.472, 2.026], [-2.787, -1.139, -0.292], [-2.223, -1.380, -1.689], [-3.223, -0.884, -2.733], [-2.693, -0.822, -3.957], [-4.240, -1.766, -2.758], [-3.753, 0.312, -2.450], [-0.793, -0.969, -1.920], [0.008, -2.158, -2.316], [-0.330, -2.580, -3.726], [0.077, -1.834, -4.659], [2.949, 3.802, -5.130], [2.800, 5.369, -4.417], [1.528, 4.714, -5.515], [1.672, 2.755, -3.590], [2.130, 4.111, -2.623], [-1.459, 4.073, -4.423], [-0.247, 2.847, -4.727], [-2.176, 3.017, -2.386], [-1.848, 1.696, -3.552], [-1.966, 1.182, -1.039], [-0.713, 1.840, -0.053], [1.869, -0.749, -0.980], [1.424, 0.443, -2.142], [1.790, 2.377, 1.387], [2.948, 2.057, -1.686], [-0.414, 0.240, 1.201], [0.271, -1.845, 2.184], [1.533, -0.934, 1.503], [1.843, -2.685, -0.287], [0.419, -3.529, 0.288], [1.424, -3.487, 2.573], [2.255, -4.548, 1.429], [4.177, -3.401, 2.071], [3.488, -1.994, 1.216], [2.982, 0.140, 4.926], [4.400, 0.795, 3.868], [2.794, 0.392, 3.181], [-3.437, -0.685, 2.251], [-2.425, 0.581, 1.658], [-0.545, -0.234, 3.173], [-3.078, 1.178, 3.844], [-1.400, 1.788, 3.725], [-1.940, 0.850, 5.126], [-1.446, -2.447, 3.937], [-2.926, -1.642, 4.501], [-1.349, -1.335, 5.253], [-3.601, -1.854, -0.206], [-3.227, -0.157, -0.188], [-2.253, -2.456, -1.812], [-0.762, -0.372, -2.759], [1.065, -1.943, -2.310], [-0.153, -2.983, -1.634], [-0.919, -3.482, -3.868], [-0.191, -2.192, -5.573], [2.772, -6.243, 4.818], [2.150, -6.947, 6.011], [1.054, -6.088, 6.335], [0.718, -5.382, 5.229], [-0.257, -4.722, 5.107], [1.647, -5.563, 4.256], [3.208, -6.923, 4.090], [3.516, -5.502, 5.112], [1.758, -7.933, 5.755], [2.822, -7.038, 6.859], [-5.433, 0.197, 3.202], [-6.034, 0.782, 4.573], [-5.753, 2.249, 4.667], [-5.502, -0.072, 5.694], [-7.623, 0.521, 4.450], [-5.631, -0.568, 1.016], [-7.342, -1.172, 3.780], [4.556, 5.858, -7.726], [4.585, 4.494, -7.228], [4.589, 3.421, -6.821], [4.847, 6.546, -6.935], [5.247, 5.962, -8.560], [3.549, 6.105, -8.060], [-0.960, 7.151, -4.626], [-0.386, 6.619, -5.850], [0.091, 6.182, -6.798], [-0.713, 8.205, -4.529], [-2.043, 7.041, -4.647], [-0.558, 6.603, -3.774], [1.163, -0.336, 5.758]],
  "atomic_forces_ev_per_a": [[0.4, -0.7, 0.3], [0.4, 0.2, 0.2], [-0.4, 0.1, 0.1], [0.6, 0.2, 0.0], [0.4, -0.1, -0.2], [0.2, -0.2, 0.0], [-0.8, -0.1, -0.4], [0.4, 1.0, 0.7], [0.1, -0.4, 0.1], [0.3, 0.0, -0.1], [-0.7, 0.1, -0.2], [-0.3, 0.3, -0.2], [0.0, -0.9, -0.2], [0.0, -0.4, -0.3], [0.1, -0.3, 0.4], [0.4, 0.1, -0.2], [-0.6, 0.1, 0.3], [-0.1, 0.1, 0.0], [0.4, -0.6, 0.2], [0.2, 0.4, 0.7], [0.0, 0.1, -0.3], [-0.7, 0.9, -0.3], [0.9, -0.2, -0.5], [-0.8, 1.0, 0.7], [-0.1, -0.7, -0.3], [0.3, -0.6, -0.4], [0.3, -0.4, 0.2], [0.4, 0.2, 0.3], [-0.7, -0.2, -0.2], [0.3, 0.6, 0.0], [-0.3, -0.4, 0.4], [-0.1, -0.2, 0.0], [0.0, 0.1, 0.0], [0.0, 0.1, 0.0], [0.0, 0.1, -0.1], [-0.1, 0.1, -0.5], [0.2, -1.0, -0.3], [0.0, 0.4, -0.3], [-0.1, -0.2, 0.1], [0.2, -0.1, -0.1], [-0.2, 0.4, -0.2], [-0.2, 0.2, -0.1], [-0.4, -0.2, -0.1], [-0.1, 0.1, 0.2], [-0.2, 0.0, 0.0], [0.0, -0.1, -0.1], [-0.1, 0.1, 0.2], [-0.5, 0.0, 0.0], [-0.1, -0.2, 0.1], [0.4, 0.2, 0.1], [0.1, -0.1, 0.2], [-0.1, 0.1, -0.2], [0.4, -0.1, 0.3], [0.3, -0.1, -0.1], [0.3, 0.2, 0.2], [0.0, 0.0, 0.3], [0.1, 0.3, 0.0], [0.0, 0.2, -0.2], [-0.3, 0.1, 0.0], [0.0, -0.4, 0.3], [-0.1, -0.2, -0.2], [0.2, 0.0, 0.1], [0.3, -0.1, -0.3], [0.9, 0.1, -1.3], [0.1, 0.2, 0.2], [-0.2, 0.1, -0.1], [-0.4, -0.3, 0.5], [-0.1, 0.2, -0.1], [0.3, -0.3, 0.0], [-0.2, 0.2, 0.0], [0.0, 0.2, 0.0], [0.2, 0.2, 0.2], [-0.1, -0.2, 0.0], [-0.2, 0.1, 0.0], [0.1, 0.1, 0.1], [0.0, -0.2, 0.2], [0.0, 0.3, -0.4], [0.2, -0.2, -0.2], [0.1, 0.2, 0.0], [0.1, 0.4, 0.1], [-0.2, 0.1, 0.4], [0.0, -0.2, -0.1], [0.0, 0.1, -0.1], [0.1, 0.1, 0.1], [0.1, 0.0, 0.0], [0.1, 0.0, 0.0], [0.0, 0.0, 0.0], [-0.2, 0.0, -0.1], [0.1, -0.1, -0.1], [-0.1, 0.0, -0.1], [0.0, 0.0, 0.0], [0.0, 0.0, 0.0], [-0.1, 0.1, 0.1], [-1.8, -1.9, -0.9], [1.7, 2.6, 1.9], [-0.2, -0.2, -0.6], [-0.7, -1.3, -0.4], [-1.0, -0.9, -0.9], [0.2, 0.3, -0.5], [1.6, 1.3, 1.4], [0.0, 0.1, -0.1], [0.0, -0.2, 0.1], [0.1, 0.0, -0.1], [0.0, 0.0, 0.0], [0.0, 0.0, 0.0], [0.0, 0.0, 0.0], [-0.1, 0.1, 0.1], [0.1, -0.1, -0.1], [-0.1, 0.0, 0.0], [0.0, 0.0, 0.0], [0.0, 0.0, 0.0], [0.0, 0.0, 0.0], [-0.9, -0.1, 0.6]],
  "e_tot_ev": -180104.9194,
  "orbital_gap_ev": 2.76,
  "homo_energy_ev": -5.71,
  "charge": 0
}

(4)
{
  "formula": "C4H11OS",
  "method": "ωB97M-V/def2-TZVPD",
  "species": ["C", "C", "S", "H", "H", "H", "H", "H", "H", "C", "O", "C", "H", "H", "H", "H", "H"],
  "positions_angstrom": [[3.017, 1.517, 0.069], [1.525, 1.813, -0.135], [0.558, 1.269, 1.346], [3.210, 1.815, 1.094], [3.243, 0.462, -0.031], [3.631, 2.191, -0.521], [1.047, 1.264, -0.938], [1.403, 2.890, -0.248], [-0.693, 0.294, -0.139], [-1.414, -1.501, 0.137], [-1.071, -0.413, -0.725], [-2.809, -1.963, -0.199], [-0.669, -2.286, 0.020], [-1.365, -1.108, 1.148], [-3.078, -2.968, 0.151], [-3.568, -1.311, 0.244], [-2.967, -1.965, -1.274]],
  "atomic_forces_ev_per_a": [[-0.8, 0.7, 0.3], [-0.2, -0.4, 1.1], [0.0, 0.2, 0.0], [0.2, -0.2, 0.3], [0.2, -0.1, -0.2], [0.3, -0.3, -0.6], [0.4, 0.2, -0.6], [-0.1, 0.0, -0.3], [0.1, -0.2, 0.1], [0.2, 1.1, -0.4], [-0.3, -0.3, 0.0], [-0.8, -0.4, 0.1], [0.0, -0.3, 0.0], [0.1, -0.3, 0.4], [0.4, 0.0, 0.1], [0.1, 0.2, -0.1], [0.1, 0.1, -0.2]],
  "e_tot_ev": -17209.8144,
  "orbital_gap_ev": 6.56,
  "homo_energy_ev": -2.67,
  "charge": -1
}

What is the formula in the fourth record? C4H11OS